## a
DFT (the ωB97M-V functional and the def2-TZVPD basis) results for a cluster of 2 separate species, ClH3N2S2 in total.

Values from the calculation:
Net charge: 0
Spin multiplicity: 1
HOMO, eV: -9.3

Geometry (Å):
N: 0.678 0.293 -0.920
N: -0.249 -0.338 -0.226
S: 0.101 -0.916 1.410
S: -1.836 0.299 -0.493
Cl: 1.178 1.901 -0.273
H: 1.924 -0.553 -0.663
H: -0.144 -2.198 1.095
H: -1.652 1.513 0.070

natural (NBO) population analysis, charges in e, atoms 1 to 5: N -0.3562; N -0.5451; S 0.1464; S 0.2063; Cl -0.0293

## b
DFT (the ωB97M-V functional and the def2-TZVPD basis) results for a structure of composition ClH3N2S2.

Values from the calculation:
Net charge: 0
Spin multiplicity: 1
HOMO, eV: -8.5

Geometry (Å):
N: -0.933 0.042 0.806
N: -0.200 -0.116 -0.259
S: 1.080 1.359 -0.534
S: 0.841 -1.453 -0.414
Cl: -0.264 -0.235 2.397
H: -1.771 0.649 0.791
H: 0.463 1.927 -1.616
H: 0.808 -1.393 -1.645

natural (NBO) population analysis, charges in e, atoms 1 to 5: N -0.4410; N -0.4172; S -0.0623; S 0.2324; Cl 0.0591

Bottom line: b, by a margin of 0.0373 hartree.